99
Properties=species:S:1:pos:R:3 method="wB97M-V/def2-TZVPD" charge=+2 e_above_lowest_kcal_mol=32.82 e_homo_ha=-0.4587 e_tot_ev=-94605.996 homo_lumo_gap_ev=6.80
C 4.23 3.68 0.61
H -3.01 -2.32 -3.12
Pb -0.14 0.50 -0.45
C 3.31 3.35 -0.37
C -1.72 1.30 1.93
C 2.50 3.54 2.26
C -1.12 -1.52 -0.70
C 1.56 3.17 1.29
H 1.46 2.74 -1.96
H -6.05 -2.05 -2.84
H -4.08 -1.33 -4.12
H -2.20 -5.21 -0.10
N -4.37 -1.09 -2.03
C -2.83 -3.17 -0.27
C 3.50 -1.35 4.96
C -1.52 1.87 -3.12
H 4.91 -0.88 0.80
H 1.60 -3.47 1.47
H 0.10 4.48 3.08
O -1.70 -2.47 -5.34
H -3.45 4.45 -4.13
C 3.58 -1.15 -2.31
C 3.40 0.16 4.83
H -4.32 -0.86 0.07
H 0.27 -2.10 4.68
H 0.81 -0.07 5.68
H 1.97 -3.45 4.50
C -0.53 1.68 1.32
H 2.62 -1.75 5.47
C -0.79 0.09 -4.74
C -0.20 -2.56 -0.73
O 0.03 -2.54 -6.83
H -1.93 2.70 -5.05
C -1.61 3.22 3.34
H 5.52 -1.62 -1.51
C 2.93 -0.34 0.23
H -3.19 0.16 -0.84
H -2.72 -0.58 -3.25
C -0.58 -2.16 -5.85
C -1.90 -4.19 -0.30
H -3.18 1.77 3.43
S 0.43 -1.67 2.35
C -3.48 -1.35 -3.21
C -5.43 -2.14 -1.95
H 3.34 0.60 5.83
N -1.73 1.92 -1.80
H -1.61 0.31 -5.40
C -2.26 2.06 2.95
C -0.41 3.58 2.75
H -2.02 3.85 4.12
H 2.62 -0.04 1.23
N 1.03 2.80 -1.04
H 5.26 3.88 0.33
H 1.75 -2.11 -4.33
H 0.47 -4.06 2.67
C 2.36 -3.45 3.48
C -0.02 -1.07 -4.95
H 0.31 3.52 -1.09
C -3.58 -0.85 -0.74
C 3.82 3.80 1.92
H 0.16 -4.67 -0.64
H -4.86 -0.21 -2.20
S 2.03 0.79 3.83
H -2.21 0.38 1.63
H 4.29 0.57 4.36
C -0.59 0.80 -3.58
C -3.17 3.79 -2.10
C 4.53 -1.23 -1.29
H 2.79 -4.44 3.33
S 3.69 -2.23 3.38
H 3.61 3.31 -1.41
H 3.81 -1.45 -3.32
H 2.20 3.59 3.29
C 1.09 -1.28 -4.13
C -2.53 2.87 -1.30
C -0.58 -3.89 -0.58
H -3.86 -3.40 -0.03
H -1.09 -1.18 4.10
C -0.01 -1.25 4.06
C 2.33 -0.65 -2.00
C 1.22 -3.29 2.48
N 2.03 -0.25 -0.75
N 0.39 0.49 -2.72
C 0.58 0.06 4.62
C 4.21 -0.82 -0.01
H -0.18 0.84 4.58
C -2.48 -1.84 -0.54
H -6.04 -1.98 -1.06
C 1.26 -0.48 -3.01
H -4.96 -3.11 -1.94
H -2.65 2.88 -0.22
H 0.86 -2.36 -0.84
C 1.99 3.11 -0.03
H -3.81 4.55 -1.66
H 4.35 -1.59 5.59
C -2.13 2.76 -3.99
C -2.97 3.73 -3.47
C 0.18 2.82 1.73
H 4.52 4.08 2.70